No. 1
Density functional theory data (ωB97M-V with the def2-TZVPD basis set) for C39H46AuN4OSTe as an isolated structure.

Structure (XYZ):
```
93
Properties=species:S:1:pos:R:3:forces:R:3
Au 0.17514 -1.53226 1.49028 0.2823 -0.1511 -0.5269
N 2.29441 -1.33519 1.29955 0.0925 0.0466 0.1721
C 2.91967 -1.26807 2.64576 -0.0221 0.0116 -0.0953
C 2.39620 -2.41758 3.48206 -0.1429 0.0501 -0.0267
N 0.93093 -2.28566 3.57786 0.1557 0.0018 -0.0468
H 2.66782 -2.12079 0.77373 0.0289 0.0176 -0.0405
H 2.47188 -0.49753 0.75172 0.0175 0.0386 0.0177
H 2.62366 -0.31819 3.09276 0.0101 0.0131 -0.0088
H 4.00595 -1.29882 2.58359 0.0484 -0.0105 -0.0481
H 2.88200 -2.40917 4.45801 -0.0296 -0.0062 0.0630
H 2.62546 -3.37098 3.00292 0.0132 -0.0202 0.0152
H 0.67578 -1.45775 4.11242 -0.0352 -0.0334 -0.0102
H 0.48749 -3.08149 4.02551 0.0088 -0.0367 -0.0403
C 3.96580 -2.06110 -4.20268 -0.0437 0.0584 0.0670
C 2.98670 -1.21809 -3.42810 0.0505 -0.0281 -0.0362
C 1.72541 -1.69627 -3.09915 0.0031 -0.1158 -0.0032
C 0.78401 -0.91250 -2.43655 -0.1331 -0.1044 0.0319
C -0.56546 -1.52136 -2.12258 0.1769 0.0203 0.0291
C 1.14950 0.39113 -2.09978 0.0138 0.1199 0.0026
Te -0.22893 1.70370 -1.23045 0.3218 0.1440 0.1834
N -0.05325 0.70926 0.63171 -0.1888 -0.0083 0.3114
C -0.24594 1.32537 1.83524 -0.0711 -0.2292 -0.1754
O -0.11096 0.62309 2.85322 0.1670 0.3612 0.2280
C -0.54598 2.78160 1.99136 -0.0812 -0.0231 -0.1410
C 0.18573 3.51103 2.92473 0.0524 -0.0091 -0.0362
C -0.06568 4.86223 3.10319 -0.0401 0.0269 -0.0241
C -1.06961 5.48822 2.37238 0.0437 -0.0250 -0.0096
C -1.82540 4.75785 1.46627 0.0005 0.0234 0.0327
C -1.56074 3.40974 1.27268 -0.1282 -0.0497 0.0290
C -0.34570 3.08643 -2.97124 -0.1386 -0.0544 -0.0254
C -0.03866 4.42571 -2.74665 0.0341 0.0180 -0.0019
C 0.40510 5.02176 -1.42991 0.0158 -0.0663 -0.0968
C -0.11079 5.27144 -3.85599 0.0472 0.0766 0.0572
C -0.49455 4.81949 -5.10818 -0.0111 0.0737 -0.0801
C -0.58881 5.75797 -6.28197 0.0241 -0.0697 0.0719
C -0.82037 3.47148 -5.26049 -0.0357 -0.0222 -0.0927
C -0.77339 2.57567 -4.20484 0.0264 0.0437 0.0290
C -1.16448 1.13856 -4.44178 0.0693 0.0855 0.0408
C 2.42785 0.90807 -2.38075 0.0358 -0.0563 0.0511
C 2.87794 2.30412 -2.01442 -0.1119 -0.0673 -0.0544
C 3.32254 0.07825 -3.04121 0.0622 -0.0434 0.0027
H 3.58603 -3.06781 -4.36895 -0.0035 0.0207 0.0178
H 4.92192 -2.13355 -3.68196 -0.0240 0.0071 -0.0019
H 4.16418 -1.61083 -5.17691 -0.0103 -0.0055 0.0187
H 1.45287 -2.70888 -3.37929 0.0047 0.0375 -0.0261
H -0.86358 -2.21842 -2.90469 0.0034 0.0304 -0.0334
H -1.35905 -0.78017 -2.01863 0.0172 0.0288 -0.0166
H -0.53942 -2.08112 -1.18379 0.0325 0.0092 -0.0494
H 0.95128 3.01319 3.50620 -0.0152 0.0072 -0.0048
H 0.51171 5.42646 3.82406 -0.0055 -0.0088 -0.0257
H -1.27057 6.54149 2.51888 0.0011 -0.0216 0.0120
H -2.62865 5.23385 0.91826 0.0103 -0.0154 0.0203
H -2.20094 2.83792 0.60788 0.0462 0.0119 0.0029
H 0.30003 4.34859 -0.57907 -0.0330 -0.0222 -0.0163
H -0.17420 5.91698 -1.20437 -0.0046 -0.0065 -0.0251
H 1.45466 5.31915 -1.48254 -0.0093 -0.0033 -0.0316
H 0.14064 6.31923 -3.72213 -0.0220 -0.0405 -0.0063
H -0.30180 6.77143 -6.00862 -0.0003 -0.0162 0.0108
H -1.60785 5.78494 -6.67001 -0.0008 -0.0048 0.0096
H 0.05844 5.42695 -7.09535 0.0004 -0.0081 0.0163
H -1.13897 3.10937 -6.23332 0.0019 0.0273 0.0345
H -1.80506 1.06106 -5.31796 0.0172 0.0183 -0.0152
H -1.72117 0.72002 -3.60236 -0.0273 0.0133 0.0231
H -0.28554 0.51254 -4.61092 -0.0056 0.0149 0.0115
H 2.50641 2.63054 -1.03973 -0.0553 -0.0263 0.0089
H 2.54215 3.03021 -2.75827 -0.0199 -0.0046 0.0147
H 3.96450 2.35223 -1.97184 0.0051 -0.0219 -0.0401
H 4.31304 0.45969 -3.26866 -0.0358 -0.0173 -0.0159
N -1.81139 -1.89499 1.16565 -0.0713 0.0438 0.2842
S -2.82538 -2.80273 2.05120 -0.1310 0.3243 0.1361
C -2.49368 -4.47330 1.64582 -0.0268 -0.1530 -0.2510
C -3.61071 -5.27226 1.45416 0.0139 -0.1193 -0.0267
C -3.43013 -6.60731 1.11199 0.0130 -0.0238 0.0085
C -2.14877 -7.11044 0.95014 0.0227 0.0602 0.0168
C -1.03584 -6.29045 1.13910 -0.0394 -0.0122 0.0032
C -1.20089 -4.96370 1.49489 0.0731 -0.0516 0.0242
C -2.24810 -2.71561 3.73920 0.0704 -0.0429 0.1258
C -2.06592 -3.85518 4.51788 0.0045 0.1104 -0.0015
C -1.62042 -3.70577 5.82631 -0.0277 0.0317 -0.0085
C -1.36539 -2.43920 6.33872 -0.0079 -0.0075 0.0018
C -1.56826 -1.30997 5.55288 -0.0417 -0.0073 0.0025
C -2.02282 -1.44206 4.24850 -0.0899 -0.0586 0.0952
H -2.28079 -1.04095 0.88574 -0.1677 -0.0896 -0.0238
H -4.60765 -4.86326 1.56900 0.0377 0.0036 -0.0148
H -4.29137 -7.24541 0.96464 0.0283 0.0138 -0.0022
H -2.01061 -8.14743 0.67254 0.0077 0.0265 0.0124
H -0.04021 -6.69333 1.00988 -0.0092 -0.0124 0.0022
H -0.33728 -4.32181 1.65317 -0.1417 -0.0646 -0.0421
H -2.26750 -4.84173 4.12290 0.0054 0.0194 0.0044
H -1.48435 -4.58217 6.44691 0.0077 0.0234 -0.0204
H -1.02173 -2.33160 7.35957 -0.0072 -0.0010 -0.0212
H -1.37892 -0.32200 5.95305 -0.0260 -0.0174 0.0003
H -2.18122 -0.56173 3.64010 0.0462 -0.0001 -0.0138
```
Positions in Å, forces in eV/Å.

Summary:
- E: -71001.1201 eV
- Frontier orbital gap (alpha / beta): 8.098 / 5.947 eV
- 2S+1: 4
- Charge: +2

---

No. 2
Density functional theory data (ωB97M-V with the def2-TZVPD basis set) for C39H46BN5O4ReS2Te as an isolated structure.

Structure (XYZ):
```
99
Properties=species:S:1:pos:R:3:forces:R:3
Re -0.31862 0.48879 0.15411 -0.0453 0.6989 0.2701
C -4.31934 0.46885 -1.12532 0.0377 -0.0494 0.0269
N -4.08711 1.75483 -0.49188 -0.0320 0.0198 -0.0632
C -5.01913 2.48384 0.20908 0.0685 0.0835 0.0764
C -4.38896 3.60531 0.63208 -0.0957 -0.1088 0.0166
N -3.08896 3.55540 0.19519 -0.0005 0.1390 0.0246
B -2.00866 4.60697 0.55130 0.1042 -0.0715 -0.0035
N -1.09779 4.09023 1.74415 -0.1609 0.0506 -0.0571
C -0.20734 4.98004 2.29657 0.1012 -0.0414 0.1064
C 0.46624 4.35010 3.28388 -0.0303 0.1140 -0.1124
N -0.01879 3.06807 3.33290 -0.0333 -0.0098 0.0556
C 0.44249 2.07012 4.28234 0.0214 0.0241 -0.1260
C -0.96872 2.91982 2.37968 -0.0235 -0.1682 0.0579
S -1.81271 1.42152 2.10587 -0.1190 0.0399 0.1419
C -2.92147 2.41844 -0.47626 0.0796 0.0442 0.0756
S -1.49113 1.86336 -1.30765 0.0330 -0.2347 -0.1540
H -5.38082 0.24630 -1.04853 0.0186 -0.0408 -0.0161
H -3.72897 -0.30511 -0.63577 -0.0112 0.0059 -0.0192
H -4.02468 0.51352 -2.17158 0.0026 -0.0131 -0.0078
H -6.02610 2.13524 0.34064 -0.0506 0.0186 -0.0101
H -4.75132 4.43743 1.20538 -0.0067 0.0255 0.0268
H -2.58199 5.59470 0.93687 0.0329 0.0152 0.0008
H -1.28815 4.81688 -0.39173 -0.0327 -0.0284 -0.0347
H -0.12463 5.98387 1.92447 -0.0022 0.0537 -0.0069
H 1.24884 4.68537 3.93823 0.0262 0.0276 0.0372
H 1.52907 2.01823 4.24262 -0.0023 -0.0327 0.0092
H 0.03128 1.10910 3.99592 0.0041 -0.0003 0.0500
H 0.10665 2.33297 5.28534 0.0205 -0.0261 -0.0031
C -2.18271 -1.84077 2.66970 -0.0841 -0.2771 0.0282
Te -0.17455 -1.31309 2.26956 0.5569 0.3301 -0.1931
C 0.05936 -3.28559 1.55509 -0.2510 -0.1429 0.0128
C -1.09672 -4.05774 2.14173 -0.1250 0.1443 0.0926
C -1.11829 -5.44919 2.13375 0.0080 0.0496 0.0275
C -2.21329 -6.14066 2.62388 -0.0499 0.0049 0.0310
C -3.30432 -5.44546 3.13215 0.0496 -0.0165 -0.0264
C -3.29255 -4.06006 3.14919 0.0246 -0.0446 -0.0302
C -2.19785 -3.35666 2.65723 0.1563 0.0477 -0.1578
H -2.83911 -1.39352 1.92218 0.0324 -0.0872 -0.0907
H -2.45125 -1.43868 3.64501 -0.0173 -0.0071 -0.0211
H 1.04430 -3.67052 1.80763 -0.0309 -0.0728 0.0539
H -0.02598 -3.21955 0.47165 0.0298 -0.0353 -0.1108
H -0.26815 -5.98832 1.73445 0.0149 -0.0190 -0.0038
H -2.21605 -7.22265 2.61506 -0.0022 -0.0108 -0.0008
H -4.15742 -5.98325 3.52328 -0.0173 -0.0122 0.0009
H -4.13846 -3.51685 3.55293 -0.0092 0.0128 0.0038
O 3.19798 1.15070 1.89549 0.0951 -0.0131 -0.1794
C 2.38549 1.68278 1.17296 -0.2581 -0.1972 0.3381
O 1.09250 1.33250 1.23440 0.0081 0.3127 -0.1622
C 2.72010 2.82603 0.27982 0.0222 0.0292 -0.0454
C 1.73790 3.64907 -0.25273 0.0350 -0.0530 -0.0094
C 2.05635 4.73625 -1.07026 0.0434 -0.0933 0.0282
C 3.38833 4.93050 -1.33267 -0.0138 0.0292 -0.0177
O 3.95841 5.88625 -2.12505 0.0213 -0.0314 0.0130
C 5.37063 5.69757 -2.01716 0.0021 0.0057 -0.0132
O 5.60293 4.51574 -1.25795 -0.0178 0.0107 -0.0200
C 4.37231 4.10748 -0.80712 0.0233 0.0084 0.0028
C 4.08044 3.05443 0.01124 -0.0752 0.0029 -0.0175
H 0.69903 3.44572 -0.04433 -0.0405 0.0069 0.0213
H 1.29090 5.37210 -1.49005 -0.0232 0.0259 -0.0075
H 5.80887 6.55632 -1.49854 -0.0023 -0.0305 -0.0475
H 5.78977 5.57335 -3.01742 0.0172 0.0439 0.0548
H 4.83882 2.40792 0.42670 0.0148 -0.0176 0.0114
C 2.05901 -3.12926 -1.66398 -0.0547 -0.0027 -0.0601
N 2.87794 -2.79656 -0.51510 -0.0794 -0.0608 0.0598
C 4.24547 -3.22366 -0.71779 0.0361 -0.0214 0.0436
C 2.70714 -1.42546 -0.02139 -0.0239 0.0263 0.0989
C 2.49620 -0.37628 -1.08975 -0.0138 0.0353 0.0791
C 3.59306 -0.14236 -1.92031 -0.0061 0.0119 -0.0074
C 3.51291 0.68381 -3.02429 0.0323 -0.0138 -0.0332
C 2.29540 1.27279 -3.30981 -0.0231 0.0459 -0.0095
C 1.21781 1.08014 -2.45915 -0.0032 0.0098 0.0134
C 1.26526 0.29421 -1.29341 0.3148 -0.0876 -0.1481
H 1.92739 -4.21342 -1.72581 0.0279 -0.0195 0.0121
H 2.49918 -2.78648 -2.61317 0.0045 0.0134 -0.0154
H 1.07891 -2.66156 -1.58666 -0.0767 0.0212 0.1039
H 4.26589 -4.30772 -0.85008 -0.0042 -0.0224 0.0051
H 4.85105 -2.98183 0.15622 -0.0061 0.0177 0.0034
H 4.72007 -2.78145 -1.60658 0.0088 0.0109 -0.0290
H 3.57778 -1.18339 0.58976 0.0079 0.0403 0.0032
H 1.84882 -1.40186 0.65034 0.0298 -0.0585 -0.0676
H 4.53608 -0.61873 -1.68491 0.0301 -0.0288 0.0191
H 4.37796 0.85312 -3.65272 0.0187 0.0129 0.0019
H 2.18184 1.91293 -4.17598 -0.0084 0.0013 -0.0292
H 0.31493 1.60377 -2.73983 -0.0227 -0.0162 0.0215
C -3.67552 -2.92492 -2.35087 -0.0219 0.0211 0.0025
C -2.21099 -3.23453 -2.01933 0.0722 0.0547 -0.0176
C -2.14175 -4.47761 -1.12529 -0.0261 -0.0240 0.0054
C -1.43530 -3.49069 -3.31826 -0.0031 -0.0066 -0.0429
C -1.61438 -2.08059 -1.32272 -0.1016 -0.0711 0.0864
C -1.13761 -1.10810 -0.76239 -0.1283 -0.3128 0.0188
H -4.12051 -3.76420 -2.88821 -0.0070 -0.0228 -0.0133
H -3.75039 -2.03628 -2.97830 0.0030 0.0200 -0.0190
H -4.25379 -2.75942 -1.44069 -0.0064 0.0110 0.0368
H -2.63538 -5.31907 -1.61564 -0.0033 -0.0225 -0.0261
H -2.62703 -4.30324 -0.16391 -0.0353 0.0058 -0.0252
H -1.10520 -4.75623 -0.93307 0.0356 -0.0094 0.0049
H -1.89647 -4.31164 -3.87152 -0.0070 -0.0199 0.0000
H -0.40039 -3.75820 -3.10517 0.0072 0.0090 0.0055
H -1.43225 -2.60243 -3.94996 -0.0084 0.0136 -0.0090
```
Positions in Å, forces in eV/Å.

Summary:
- E: -88600.6233 eV
- Frontier orbital gap (alpha / beta): 6.609 / 6.615 eV
- 2S+1: 2
- ΔE to the lowest compared entry with this formula, charge and spin: 0.00 kJ/mol
- Charge: 0

---

> Which formula does entry 1 have?

C39H46AuN4OSTe

---

> Which of these has the lowest charge?

C39H46BN5O4ReS2Te

---

> Which formula does entry 2 have?

C39H46BN5O4ReS2Te

---

> Look up the 2S+1 of the second one.

2